Entry 1:
Entry from the OMol25 dataset: C10H10FNO2 in the gas phase at a distorted geometry (ωB97M-V/def2-TZVPD).

XYZ file:
```
24
Properties=species:S:1:pos:R:3:forces:R:3:mulliken_charge:R:1
C -2.880945 2.734694 1.303654 -0.4 -0.6 -0.9 -0.19
H -3.497291 3.599049 1.421582 -0.4 0.5 -0.2 0.41
N -1.814040 2.688629 2.065880 0.5 0.1 0.6 -0.63
H 0.434743 -0.482199 2.016817 0.1 0.0 0.0 0.35
C 1.243505 -1.697188 -0.045982 1.3 -2.0 0.8 0.57
C 3.111674 -0.216588 -2.755529 -1.0 -2.2 2.8 -0.78
H -0.883970 -1.574208 1.606769 0.2 -0.1 -0.3 0.35
C -0.353560 -0.669556 1.292644 -1.0 0.4 0.0 -0.77
C -1.054022 1.604652 2.051306 -0.1 -0.9 -1.1 -0.36
O 1.728877 -2.306736 0.915809 -1.6 1.9 -1.4 -0.58
H 2.272657 -0.158164 -3.439804 0.1 0.1 -0.2 0.23
H 3.926173 0.487308 -2.867855 0.1 -0.3 0.0 0.27
C 3.014812 -1.104228 -1.683124 1.0 2.3 -2.4 -0.13
H 1.068786 -1.770549 -2.195430 0.0 -0.1 0.0 0.26
H 3.874228 -1.099101 -0.995852 -0.6 -0.3 -0.1 0.31
H -0.148792 1.563687 2.637076 0.0 0.4 0.4 0.34
F -4.420872 1.836524 -0.247737 0.8 -0.3 -0.1 -0.28
C -3.235174 1.719030 0.392331 0.7 -0.3 1.7 0.36
C -2.442803 0.561932 0.391379 -0.3 0.0 0.1 -0.42
H 2.054027 -3.076262 -1.448356 0.0 0.7 0.1 0.27
H -2.695210 -0.309819 -0.203042 -0.1 0.2 -0.2 0.43
O 0.203668 -0.826888 -0.026272 0.9 -0.9 0.5 -0.20
C -1.322982 0.489751 1.245553 -0.1 1.1 -0.1 0.58
C 1.816510 -1.993770 -1.431820 -0.2 0.5 -0.1 -0.40
```
Forces are in eV/Å.

Charge ... 0
Relative energy (zero: lowest compared OMol25 entry of this formula, charge and spin) ... 7.0 kcal per mole
Strongest force on any atom ... 0.07148 Eh/bohr
Molecular weight ... 195.19 g/mol
Highest occupied orbital energy ... -9.7 eV
HOMO-LUMO gap ... 0.3779 hartree
Energy ... -18833.591 eV

***

Entry 2:
Entry from the OMol25 dataset: 6 unconnected molecules or ions with the total composition C5H19NO6 at a distorted geometry (ωB97M-V/def2-TZVPD).

XYZ file:
```
31
Properties=species:S:1:pos:R:3:forces:R:3:mulliken_charge:R:1
H -0.276547 1.977915 -1.267200 1.0 -0.2 -1.6 0.29
H 1.432894 -0.921133 2.629428 4.7 0.9 2.1 0.22
C -1.305503 2.165205 -1.137555 -0.7 0.6 1.7 0.10
H 3.003615 -1.594535 0.678796 0.3 -0.1 -0.1 0.35
H -0.627597 1.932319 0.952477 0.0 0.2 -0.7 0.19
H -2.219592 2.479399 0.845389 -0.9 -0.4 -0.1 0.47
H -1.792483 -0.091940 1.402201 0.6 0.3 -1.2 0.23
H 1.240999 1.423612 0.310934 2.6 -1.0 0.5 0.33
N 0.224931 -1.065942 -0.336777 -2.4 0.8 -0.1 0.00
C -2.207823 2.556280 -2.024564 0.2 0.2 0.4 -0.81
H 1.483772 0.013628 -3.035788 0.3 -0.4 0.3 0.31
H -3.218191 2.848661 -1.697099 0.5 -0.4 -0.4 0.25
H 2.984368 0.319668 -3.062583 -1.0 -1.2 0.6 0.31
H 2.581156 0.439736 0.527128 -0.7 -0.2 -0.1 0.36
H -0.985426 -2.591471 2.109893 -0.4 -0.3 -0.3 0.31
O 2.211364 1.327842 0.589737 -2.0 1.8 -0.4 -0.70
H -2.493822 -2.298568 2.600077 -0.5 -0.7 -0.5 0.29
O -1.574290 -2.092934 2.675990 0.4 0.8 1.0 -0.61
H -2.908597 0.127275 0.179267 0.0 0.1 -0.8 0.42
O 3.414888 -0.914847 1.227186 2.5 -0.1 -0.6 -0.68
C -1.840168 0.288511 0.333223 -1.5 0.0 2.6 -0.16
H 0.423258 -0.836245 0.625256 1.1 -1.0 0.0 -0.03
H -0.031397 -0.561634 2.816771 1.7 -1.6 -1.6 0.32
O 0.653806 -1.057619 2.225023 -5.6 0.8 0.6 -0.56
H 0.566429 -1.905020 -0.883205 -0.7 1.8 1.1 0.23
C -1.534072 1.820364 0.326821 0.8 -0.6 -0.4 -1.00
C -1.096974 -0.599207 -0.619961 3.3 -2.4 -3.6 0.31
H -1.927450 2.624317 -3.069774 -0.2 0.2 0.1 0.26
H 4.390416 -0.838496 0.920596 -2.5 -0.4 0.7 0.30
O -1.452790 -0.940232 -1.759836 -1.5 1.0 1.5 -0.67
O 2.335387 -0.381312 -2.769714 0.6 1.6 -0.8 -0.62
```
Forces are in eV/Å.

Charge ... 0
Relative energy (zero: lowest compared OMol25 entry of this formula, charge and spin) ... 76.6 kcal per mole
Strongest force on any atom ... 0.11161 Eh/bohr
Molecular weight ... 189.21 g/mol
Highest occupied orbital energy ... -9.2 eV
HOMO-LUMO gap ... 0.3488 hartree
Energy ... -19266.444 eV

***

Entry 3:
Entry from the OMol25 dataset: 2 unconnected molecules or ions with the total composition C13H17BrNO8P at a distorted geometry (ωB97M-V/def2-TZVPD).

XYZ file:
```
41
Properties=species:S:1:pos:R:3:forces:R:3:mulliken_charge:R:1
P 2.583185 -1.312717 -0.741415 0.6 -1.5 -1.6 0.05
C 1.771349 0.775700 -2.722051 -0.4 1.7 1.9 0.60
C 2.544400 -0.089765 -3.759344 -0.8 -1.0 -0.6 0.16
N 0.390786 2.223343 -0.622302 1.3 -1.1 -0.1 0.19
Br 3.804566 1.772545 -5.183288 0.2 0.0 0.1 0.10
C -3.558461 -1.518013 3.124236 -0.2 -0.5 -0.6 -1.14
H 0.997683 0.652318 0.743826 -0.3 0.6 -1.0 0.29
C -2.003417 -3.343215 -0.219325 -1.0 0.1 -0.5 0.70
H 4.031751 0.437577 0.306972 -0.1 -1.2 0.2 0.32
H -3.641816 0.454763 2.044759 0.5 -0.8 0.0 0.34
H -4.118517 -1.055177 3.978556 0.9 -0.2 -0.7 0.35
H 3.356354 -0.719200 1.519071 0.9 0.0 -0.7 0.29
O -3.147211 -3.808860 -0.199122 0.2 0.2 0.1 -0.74
O -0.661039 -0.932083 2.428391 -0.4 0.7 0.1 -0.47
H -3.088813 -0.991039 1.052252 0.2 0.6 0.9 0.26
O -1.140173 -3.724757 0.797380 0.4 0.1 0.1 -0.51
C 1.025654 1.030062 -0.308858 0.8 -0.3 -2.7 -0.17
C -3.023795 -0.480379 2.060361 0.1 0.3 -0.1 -0.20
O 3.831253 0.198379 -4.246160 -1.0 0.7 0.7 -0.34
O -1.452993 -2.530886 -1.019611 -0.3 0.3 -0.1 -0.74
O -1.091853 1.250252 2.213400 -0.7 -0.6 -1.3 -0.38
O 1.423113 -2.219715 0.073397 1.9 2.3 0.7 -0.33
H 1.105518 2.479228 -4.046170 -0.2 -0.3 1.3 0.40
H 0.354002 2.973157 1.424010 -0.4 0.0 -1.2 0.33
O 2.036521 -1.098230 -4.138433 0.2 0.6 0.5 -0.34
H 1.480201 -1.916196 1.008213 -0.7 -0.6 -0.3 0.25
C -1.499409 1.884269 0.981687 -0.4 1.1 0.2 -0.31
C 1.084812 2.053446 -3.014653 0.3 -1.3 2.6 -0.60
H -2.406639 2.520657 1.181124 0.8 -0.6 -0.2 0.38
C -1.516737 -0.110793 2.255965 -0.1 -1.1 0.1 0.48
H 4.829724 -1.206465 0.456245 -1.0 0.2 0.1 0.33
H -1.768282 1.146325 0.177796 0.4 0.6 0.7 0.39
H -4.293567 -2.198981 2.604018 0.8 0.7 0.5 0.30
H -0.079201 3.719356 -2.100239 0.4 -1.1 0.6 0.32
C -0.315713 2.850891 0.527561 -1.4 -0.1 0.2 -0.84
H -2.707409 -2.174236 3.446465 -0.9 0.7 -0.1 0.30
C 1.729373 0.283055 -1.335511 -1.1 1.7 0.9 0.26
H -0.733465 3.829856 0.181536 0.5 -0.8 0.4 0.32
H -0.411637 -3.184490 0.451489 0.4 -0.4 0.6 0.43
C 0.420789 2.740633 -1.892243 0.9 -1.1 -1.8 -0.09
C 3.859109 -0.660615 0.510015 -1.4 1.0 0.4 -0.92
```
Forces are in eV/Å.

Charge ... 0
Relative energy (zero: lowest compared OMol25 entry of this formula, charge and spin) ... 36.5 kcal per mole
Strongest force on any atom ... 0.05984 Eh/bohr
Molecular weight ... 426.16 g/mol
Highest occupied orbital energy ... -6.5 eV
HOMO-LUMO gap ... 0.1463 hartree
Energy ... -110952.513 eV

***

Entry 4:
Entry from the OMol25 dataset: 13 unconnected molecules or ions with the total composition C3H30ClN6O16 at a distorted geometry (ωB97M-V/def2-TZVPD).

XYZ file:
```
56
Properties=species:S:1:pos:R:3:forces:R:3:mulliken_charge:R:1
H 1.610186 -2.604875 -0.650956 -0.4 -0.3 0.1 0.19
O -2.898546 3.171140 2.038392 -0.1 1.3 0.7 -0.58
H 2.011728 4.387687 0.222210 -0.4 0.1 0.1 0.12
O -3.830797 1.067130 1.019120 -0.9 -0.7 -0.2 -0.60
H -3.927408 0.292303 1.572781 0.0 -0.2 0.2 0.27
N 0.529389 -3.404492 2.284424 -2.2 2.1 3.1 -0.25
H 2.616034 -3.034702 -1.697589 -0.1 -0.1 -0.1 0.24
H -0.697564 -1.726395 -5.306169 0.9 0.2 -1.6 0.11
N 1.096693 4.241325 0.623957 0.0 5.0 -5.3 -0.35
H -2.348217 3.276831 -1.583839 0.2 0.0 0.3 0.29
H -3.011139 2.250199 1.802951 0.2 -0.1 -0.2 0.41
O -1.143506 1.178146 -0.179021 0.6 -0.8 1.2 -0.31
H 1.186551 3.617676 -2.849261 0.2 0.1 0.0 0.25
O 0.599452 -0.055952 -1.009250 0.6 -0.5 0.0 -0.62
H -0.563952 0.834337 3.318121 0.3 0.0 -0.6 0.25
H -1.501062 -1.111796 -2.407654 -0.1 0.2 0.0 0.16
H 3.846624 0.800069 -1.386154 0.1 0.2 -0.2 0.28
O 3.126002 -1.339846 1.643965 0.5 -0.3 0.4 -0.59
O 2.534393 -2.529729 -0.888529 0.7 0.2 -0.3 -0.47
H 2.454270 0.270866 -1.115634 -0.6 -0.3 0.0 0.31
H -0.326510 -2.885987 2.147659 0.2 -0.3 -0.3 0.11
O -2.352769 -3.610185 1.415078 -0.3 -0.4 0.3 -0.64
O -1.108738 -1.143600 0.162402 -2.4 -2.7 -0.7 -0.54
H 0.650085 2.457406 -2.038168 -0.2 -0.5 0.3 0.29
O 3.370805 0.152234 -0.866399 0.8 0.5 0.1 -0.59
O -1.201858 1.323087 3.838154 -0.3 0.0 0.5 -0.57
C -0.959240 -0.308812 -4.126097 0.2 2.2 -0.2 0.64
H 0.324825 4.800767 0.290268 0.2 -0.3 -0.1 0.23
H -3.660858 0.717416 0.144452 0.5 0.0 -0.3 0.25
O -0.977769 0.847545 -3.897491 -0.3 3.7 1.7 -0.54
O -0.252393 3.201410 2.040754 2.1 0.1 -0.6 -0.58
C 1.067086 -4.064485 1.310292 -1.1 0.1 -4.5 0.78
O -2.443645 2.872155 -2.446021 -0.4 0.4 -0.3 -0.57
N 1.980588 2.844632 1.902096 3.9 -3.5 2.7 -0.37
H -1.639807 0.657312 4.368415 -0.1 -0.2 0.2 0.25
H 2.252363 -0.964126 1.535242 -0.5 0.3 -0.3 0.25
H -2.532505 -2.926258 2.060194 -0.2 0.2 0.1 0.31
H 2.643295 -5.206561 0.922493 -0.1 0.4 -0.1 0.24
O 0.417137 3.057617 -2.746487 0.1 0.5 -0.2 -0.55
H -2.036236 -3.137030 0.645556 0.3 0.2 -0.4 0.34
H -3.158073 2.244221 -2.338657 0.0 -0.2 0.0 0.25
H -1.323001 -2.238020 -3.618817 0.2 0.3 0.0 0.20
H -3.572898 3.630881 1.538271 -0.2 0.0 -0.1 0.23
Cl -0.321942 0.010278 0.090737 0.9 2.8 0.6 1.08
O 0.589564 -4.096343 0.133899 0.4 -0.4 2.2 -0.73
H 1.005006 -3.220900 3.156301 0.1 -0.1 -0.4 0.16
H -0.110969 -0.113132 -5.932693 -0.3 -0.5 0.1 0.23
H 2.790879 2.843674 1.299163 -0.3 -0.3 0.2 0.19
H 3.293338 -1.289798 2.585089 0.0 0.1 0.3 0.26
H 2.485644 -4.867584 2.553354 -0.3 0.4 -0.1 0.17
N -0.475211 -0.743895 -5.233001 1.8 -2.8 -4.2 -0.46
O 0.385901 -0.005653 1.393437 0.0 1.1 -1.0 -0.43
N -1.458034 -1.260025 -3.405796 -2.3 -3.7 4.2 -0.36
H 1.863083 2.054226 2.519787 0.3 0.0 -0.2 0.22
N 2.231465 -4.596580 1.614182 2.9 -2.5 0.2 -0.39
C 0.872260 3.384193 1.530487 -5.2 -1.1 3.1 0.56
```
Forces are in eV/Å.

Charge ... -1
Relative energy (zero: lowest compared OMol25 entry of this formula, charge and spin) ... 62.4 kcal per mole
Strongest force on any atom ... 0.14181 Eh/bohr
Molecular weight ... 441.75 g/mol
Highest occupied orbital energy ... -6.0 eV
HOMO-LUMO gap ... 0.3133 hartree
Energy ... -57815.886 eV

***

Entry 5:
Entry from the OMol25 dataset: C4H7NO3 in the gas phase at a distorted geometry (ωB97M-V/def2-TZVPD).

XYZ file:
```
15
Properties=species:S:1:pos:R:3:forces:R:3:mulliken_charge:R:1
H -1.605663 -2.109759 0.041823 -1.1 1.6 0.0 0.23
C 0.952075 0.837940 -0.380293 1.4 0.5 -0.9 0.03
C -2.039190 -1.044147 -0.123953 -3.6 -2.2 2.0 -0.55
H 2.979679 -0.325699 -0.852044 -1.3 -0.6 0.2 0.37
H 0.881439 2.841504 0.010490 1.8 -2.4 0.3 0.35
H -3.052242 -1.134385 -0.806390 2.9 0.5 1.3 0.20
O 1.545812 2.059262 0.161571 -2.1 0.6 -0.7 -0.54
O 0.416274 -0.746660 1.298871 1.9 -1.1 -3.2 -0.26
H -2.394414 -0.548098 0.886410 0.2 -1.5 -1.5 0.26
H 0.628012 1.012480 -1.435927 0.0 -0.1 0.9 0.26
H -0.693760 0.818497 1.213735 0.5 -0.2 -1.4 0.41
O -1.074250 -0.233788 -0.585208 2.3 1.1 -0.6 -0.35
C -0.140242 0.184012 0.433639 -2.1 2.0 1.1 0.09
N 1.634678 -1.235595 0.522278 0.3 0.6 -0.1 -0.33
C 1.961792 -0.375565 -0.385001 -1.0 1.3 2.5 -0.17
```
Forces are in eV/Å.

Charge ... 0
Relative energy (zero: lowest compared OMol25 entry of this formula, charge and spin) ... 120.3 kcal per mole
Strongest force on any atom ... 0.09122 Eh/bohr
Molecular weight ... 117.10 g/mol
Highest occupied orbital energy ... -10.3 eV
HOMO-LUMO gap ... 0.3938 hartree
Energy ... -11890.060 eV

***

Entry 6:
Entry from the OMol25 dataset: a molecular structure, C3H8N3O at a distorted geometry (ωB97M-V/def2-TZVPD).

XYZ file:
```
15
Properties=species:S:1:pos:R:3:forces:R:3:mulliken_charge:R:1
O -1.968920 0.149577 0.866517 -0.9 -0.5 -3.4 -0.39
H -2.266392 0.733096 -1.295921 0.4 0.6 0.4 0.32
H 1.491032 0.428033 1.457234 0.0 0.1 -0.1 0.29
H -0.528573 -2.093363 -0.338859 0.0 0.2 0.0 0.32
H -0.250208 1.920702 0.584329 -0.2 -0.1 -0.1 0.30
H 0.136175 1.450352 -1.093944 -0.1 -0.1 0.0 0.30
N 1.235480 -0.941636 -0.073342 0.1 -0.3 -0.3 -0.30
C 1.394132 0.424486 0.368078 0.0 0.1 0.2 -0.51
C 0.075371 1.103040 -0.059640 0.7 0.9 0.1 -0.37
N -0.907046 -0.003524 0.020486 1.1 0.3 -0.3 1.11
H 1.534892 -1.129865 -1.023369 -0.2 0.1 0.1 0.33
H -0.198639 -1.497223 1.316126 -0.2 0.2 -0.2 0.31
N -1.929568 -0.154376 -0.907684 -1.1 -0.5 3.2 -0.62
H 2.272908 0.894625 -0.063859 -0.1 0.0 0.0 0.40
C -0.090644 -1.283927 0.243853 0.4 -1.0 0.3 -0.50
```
Forces are in eV/Å.

Charge ... +1
Relative energy (zero: lowest compared OMol25 entry of this formula, charge and spin) ... 156.8 kcal per mole
Strongest force on any atom ... 0.06827 Eh/bohr
Molecular weight ... 102.12 g/mol
Highest occupied orbital energy ... -14.7 eV
HOMO-LUMO gap ... 0.2761 hartree
Energy ... -9745.666 eV

***

Q: What is the highest occupied orbital energy in the fifth record?
A: -10.3 eV